(1)
Formula: C39H52N6O3PSSc
Source: the OMol25 dataset
Level of theory: the ωB97M-V functional and the def2-TZVPD basis

CARTESIAN COORDINATES (ANGSTROEM)
Sc (0.1603, 0.0964, -0.3046)
C (-3.2704, 2.6067, 0.2050)
C (-2.4721, 1.3804, -0.1021)
O (-1.1925, 1.4663, 0.1418)
C (-3.0592, 0.2734, -0.6620)
C (-2.2787, -0.9019, -0.9581)
C (-2.4002, -1.5485, -2.3003)
N (-1.4150, -1.4255, -0.1136)
N (-1.6473, -1.1675, 1.2592)
C (-0.7088, -0.7444, 2.0425)
O (0.4640, -0.2725, 1.6813)
C (-1.0089, -0.7422, 3.5068)
C (-0.0838, -0.1709, 4.3716)
C (-0.3195, -0.1492, 5.7410)
C (-1.4852, -0.7000, 6.2529)
C (-2.4141, -1.2732, 5.3891)
C (-2.1790, -1.2953, 4.0226)
H (-2.8755, 3.4627, -0.3491)
H (-4.3244, 2.4737, -0.0348)
H (-3.1681, 2.8330, 1.2693)
H (-4.0775, 0.3428, -1.0250)
H (-3.4151, -1.4104, -2.6787)
H (-1.7091, -1.0597, -2.9899)
H (-2.1609, -2.6087, -2.2460)
H (0.8197, 0.2576, 3.9566)
H (0.4075, 0.3004, 6.4073)
H (-1.6726, -0.6833, 7.3198)
H (-3.3259, -1.7056, 5.7843)
H (-2.8924, -1.7359, 3.3383)
N (0.3313, 0.3200, -2.2554)
P (0.6794, 1.4155, -3.2669)
N (-0.3803, 2.6908, -3.5301)
C (-1.7286, 2.2580, -3.9489)
C (-2.4801, 3.4276, -4.5667)
C (-2.5645, 4.5911, -3.5800)
C (-1.1753, 4.9573, -3.0624)
C (-0.4792, 3.7305, -2.4882)
N (2.0978, 2.2477, -2.8796)
C (2.5413, 3.4345, -3.6420)
C (3.8324, 3.1586, -4.4004)
C (4.9734, 2.9030, -3.4068)
C (4.4541, 2.1448, -2.1684)
C (3.2076, 1.3417, -2.5020)
N (0.8270, 0.7677, -4.8048)
C (0.9749, 1.5543, -6.0260)
C (-0.1168, 1.2117, -7.0452)
C (-0.3971, -0.3054, -7.0731)
C (0.7586, -1.0749, -6.4425)
C (0.9122, -0.6959, -4.9718)
H (-2.2871, 1.8730, -3.0840)
H (-1.6319, 1.4379, -4.6597)
H (-3.4800, 3.1055, -4.8653)
H (-1.9505, 3.7493, -5.4714)
H (-3.1893, 4.2874, -2.7309)
H (-3.0491, 5.4548, -4.0392)
H (-1.2398, 5.7371, -2.3000)
H (-0.5687, 5.3489, -3.8878)
H (-1.0489, 3.3505, -1.6308)
H (0.5118, 3.9800, -2.1206)
H (2.7173, 4.2662, -2.9481)
H (1.7468, 3.7556, -4.3095)
H (4.0699, 3.9967, -5.0580)
H (3.6818, 2.2846, -5.0397)
H (5.4051, 3.8571, -3.0961)
H (5.7735, 2.3413, -3.8937)
H (4.2046, 2.8473, -1.3674)
H (5.2207, 1.4764, -1.7701)
H (2.8965, 0.7348, -1.6575)
H (3.4418, 0.6399, -3.3190)
H (1.9616, 1.3881, -6.4733)
H (0.9178, 2.6114, -5.7766)
H (0.1974, 1.5670, -8.0308)
H (-1.0288, 1.7561, -6.7916)
H (-0.5685, -0.6421, -8.0956)
H (-1.3096, -0.5306, -6.5125)
H (1.6813, -0.8704, -6.9948)
H (0.5896, -2.1513, -6.5038)
H (1.8544, -1.0894, -4.5755)
H (0.1202, -1.1658, -4.3909)
O (2.0011, -1.0029, -0.3335)
S (2.7779, -1.4179, 0.9139)
C (3.7494, 0.0421, 1.3529)
C (5.0299, -0.0686, 1.8782)
C (5.7293, 1.0793, 2.2244)
C (5.1572, 2.3315, 2.0459)
C (3.8754, 2.4351, 1.5257)
C (3.1698, 1.2924, 1.1878)
C (4.1040, -2.3830, 0.2298)
C (4.8056, -3.2407, 1.0628)
C (5.8386, -3.9983, 0.5296)
C (6.1405, -3.9038, -0.8238)
C (5.4099, -3.0562, -1.6498)
C (4.3814, -2.2864, -1.1258)
H (5.5002, -1.0372, 2.0027)
H (6.7308, 0.9894, 2.6261)
H (5.7097, 3.2253, 2.3106)
H (3.4150, 3.4051, 1.3862)
H (2.1737, 1.4057, 0.8126)
H (4.5427, -3.3278, 2.1129)
H (6.3971, -4.6719, 1.1679)
H (6.9413, -4.5036, -1.2387)
H (5.6379, -2.9975, -2.7070)
H (3.7847, -1.6309, -1.7498)

As for the gap between HOMO and LUMO: 7.74 eV. As for the total energy: -3571.982468 Ha. As for the HOMO energy: -7.332 eV.

Results of the Löwdin charge analysis, in e, for atoms 1 through 8:
1. Sc 0.87
2. C -0.01
3. C -0.45
4. O -0.15
5. C -0.02
6. C -0.36
7. C -0.03
8. N -0.02

(2)
Formula: C4H7AlN
Source: the OMol25 dataset
Level of theory: the ωB97M-V functional and the def2-TZVPD basis

CARTESIAN COORDINATES (ANGSTROEM)
Al (-2.7202, -7.4336, 5.1807)
C (0.3913, 0.7320, -1.8204)
C (0.0865, 1.4331, -0.4945)
C (0.4023, 0.5725, 0.7275)
C (-0.0655, -0.8667, 0.7116)
N (-0.4741, -1.9515, 0.6896)
H (-0.2246, -0.1639, -1.8988)
H (1.4405, 0.4555, -1.9237)
H (0.0373, 1.3632, -2.6355)
H (-0.9503, 1.7690, -0.4751)
H (0.6521, 2.3642, -0.4614)
H (-0.0601, 1.1196, 1.5490)
H (1.4848, 0.6065, 0.8511)

As for the gap between HOMO and LUMO: 1.52 eV. Its net charge is +3. As for the total energy: -452.271759 Ha. As for the HOMO energy: -21.381 eV. As for the energy relative to the best compared isomer or geometry (same formula, charge and spin): 0.0 kcal/mol.

Results of the Löwdin charge analysis, in e, for atoms 1 through 8:
1. Al 1.13
2. C 0.11
3. C -0.05
4. C 0.04
5. C 0.06
6. N 0.43
7. H 0.15
8. H 0.17

(3)
Formula: C2H2FN3S
Source: the OMol25 dataset
Level of theory: the ωB97M-V functional and the def2-TZVPD basis

CARTESIAN COORDINATES (ANGSTROEM)
C (-1.1787, -0.5081, 0.6164)
C (0.9589, -0.2182, 0.8101)
N (-1.3734, 0.1057, -0.4745)
N (0.9842, 0.4363, -0.3112)
N (-0.3391, 0.7252, -1.0457)
F (-2.1477, -1.0739, 1.3587)
S (1.8942, -0.6980, 1.9971)
H (1.6252, 0.8056, -0.9682)
H (-0.4237, 0.4255, -1.9828)

As for the gap between HOMO and LUMO: 8.61 eV. As for the total energy: -739.564841 Ha. As for the HOMO energy: -8.564 eV. As for the energy relative to the best compared isomer or geometry (same formula, charge and spin): 82.9 kcal/mol.

Results of the Löwdin charge analysis, in e, for atoms 1 through 8:
1. C -0.15
2. C -0.78
3. N 0.00
4. N 0.01
5. N -0.03
6. F 0.06
7. S 0.66
8. H 0.13